15
Properties=species:S:1:pos:R:3:forces:R:3 method="wB97M-V/def2-TZVPD" orbital_gap_ev=9.03 energy_ev=-8857.50949 e_above_lowest_kcal_mol=94.9 largest_force_ev_per_a=8.8 smiles=c1ccncc1.C#C
C -2.104888 0.525358 -0.060383 -2.82 -5.94 -1.13
C -1.037498 1.317962 0.028791 -0.54 0.86 0.18
C 0.251842 0.848106 -0.023905 -0.01 -2.17 -0.53
N 0.474656 -0.474572 -0.120069 -4.15 -0.40 0.84
C -0.624558 -1.350763 0.018416 -1.41 3.93 -2.27
C -2.003855 -0.980860 -0.182185 6.43 5.68 1.78
H -3.164579 0.829954 -0.083126 0.84 0.61 0.16
H -1.405297 2.283606 0.178959 0.77 2.05 0.16
H 1.169378 1.408738 0.027233 -0.32 0.64 -0.19
H -0.301607 -2.312881 0.058517 0.61 -2.88 0.23
H -2.813851 -1.565753 -0.080764 -2.54 -2.16 0.02
C 2.515997 -0.180884 0.527976 2.79 -0.70 -0.08
C 3.219802 0.025102 -0.446230 -1.17 -0.50 2.83
H 2.032209 -0.509607 1.457823 0.89 0.65 -1.00
H 3.792248 0.136488 -1.301049 0.62 0.32 -1.02